{"formula": "C6H15N", "method": "the ωB97M-V functional and the def2-TZVPD basis", "homo_lumo_gap_ev": 9.85, "fmax_ev_per_a": 3.95, "molar_mass_g_mol": 101.19, "smiles": "CCCC[C@H](C)N", "homo_ev": -8.6501, "e_above_lowest_kj_mol": 255.54, "total_energy_ev": -7953.11803, "symbols": ["H", "H", "H", "C", "H", "H", "H", "H", "H", "H", "C", "C", "N", "H", "H", "H", "H", "H", "H", "C", "C", "C"], "positions_angstrom": [[2.81868, 1.27444, -0.89840], [1.23225, 0.04296, -1.46279], [-0.13078, 0.82583, 2.02563], [-0.67999, -0.21487, -0.93718], [-2.30407, -2.87525, -0.00056], [1.64186, 0.35977, 2.15667], [1.08674, -1.00933, -0.16453], [-1.01112, 0.80546, -0.92785], [0.33845, 2.03055, -0.21159], [-2.31326, -1.80845, -1.44813], [1.05348, 1.22629, 0.26069], [-1.56402, -0.79828, 0.14606], [0.86160, 0.98215, 1.69559], [-2.15650, 0.09564, 0.57995], [-1.00481, -1.14083, 1.13335], [3.00157, 2.43303, 0.43325], [3.07352, 0.69651, 0.71907], [-3.60139, -1.91015, -0.21268], [-1.13942, -0.56633, -2.01365], [-2.49011, -1.85872, -0.39515], [0.75615, -0.07593, -0.58854], [2.53115, 1.48551, 0.11081]], "forces_ev_per_a": [[0.4, 0.2, -0.7], [2.1, 0.4, -3.3], [2.0, -0.1, -0.6], [-2.5, 0.4, -1.4], [0.8, 0.3, -0.5], [-2.6, 1.6, -1.4], [0.6, -0.1, 0.7], [-0.3, 0.8, -0.7], [1.5, -1.1, 1.4], [-0.5, -0.7, -0.7], [-0.7, -1.3, 0.1], [-0.9, 0.9, 3.7], [-0.3, -0.3, 1.6], [0.5, -1.4, -0.6], [-0.7, 0.3, -2.3], [-0.8, -0.2, -0.1], [-0.6, 0.7, -0.6], [0.9, 1.3, -0.1], [2.1, 0.4, 2.3], [-1.4, -1.7, 0.8], [-1.2, 0.1, 1.6], [1.5, -0.5, 0.7]], "mulliken_charge": [0.34, 0.40, 0.22, -0.39, 0.25, 0.26, 0.37, 0.15, 0.31, 0.30, 0.29, -0.27, -0.59, 0.23, 0.25, 0.31, 0.30, 0.27, 0.30, -1.01, -1.00, -1.32]}